13
Properties=species:S:1:pos:R:3:forces:R:3:lowdin_charge:R:1 method="wB97M-V/def2-TZVPD" energy_ev=-9268.225 homo_lumo_gap_ev=8.47
C -2.1003 -0.3111 -0.0078 -0.3009 -0.5634 1.5649 -0.533
C 1.9925 1.5023 0.4067 -1.8537 -0.4637 0.4846 0.023
C -1.0616 -0.6189 1.0902 0.2605 -0.4411 2.9779 0.019
C -0.1540 0.1421 0.1314 3.0439 1.4064 2.3280 -0.317
N 0.9579 0.7949 0.2574 0.1524 -0.5813 -0.4480 -0.012
N -1.2208 0.4128 -0.6851 2.4643 2.6451 -3.3281 0.165
O -3.2244 -0.5496 -0.2269 -2.5987 -0.7324 -0.2058 0.130
H 2.9904 1.1802 0.0874 -0.4137 -0.4676 -0.3994 0.002
H 2.7933 -1.2175 -1.7027 -1.0865 1.1459 0.6226 0.042
H -1.2544 -0.0576 2.1511 0.3666 -1.1575 -2.7473 0.173
H -0.8515 -1.7013 1.3485 -0.2007 1.2748 -0.5805 0.124
H 2.2831 -0.6814 -1.4046 1.0985 -1.1965 -0.6528 0.000
H -1.1501 1.1051 -1.4457 -0.9321 -0.8688 0.3839 0.186


10
Properties=species:S:1:pos:R:3:forces:R:3:lowdin_charge:R:1 method="wB97M-V/def2-TZVPD" energy_ev=-10904.793 homo_lumo_gap_ev=9.00
C 1.1377 -0.2702 -0.0129 -0.7120 1.0272 -0.0621 -0.333
C 0.6707 1.0043 -0.0238 1.5564 -0.2047 0.3777 -0.038
C -1.1338 -0.3784 -0.0125 0.6302 -1.3058 0.2882 -0.533
H 1.2056 1.9360 0.1424 -0.1864 -0.4067 -0.2999 0.122
H -1.4329 1.6363 0.0430 0.9035 -0.2310 -0.0977 0.172
H 0.0665 -2.1487 -0.1446 0.0721 0.6657 0.1206 0.171
N -0.7106 0.9170 -0.0340 -1.6346 0.0883 0.1061 0.099
N 0.0655 -1.1428 0.0202 -0.3335 0.1607 -0.3119 0.186
O -2.2535 -0.8409 0.0168 -0.1549 0.2680 -0.1625 0.045
F 2.3847 -0.7126 0.0053 -0.1409 -0.0617 0.0415 0.109


24
Properties=species:S:1:pos:R:3:forces:R:3:lowdin_charge:R:1 method="wB97M-V/def2-TZVPD" energy_ev=-16637.508 homo_lumo_gap_ev=9.90
H -0.8351 -0.3283 -0.7754 1.0725 -0.3470 1.2990 0.077
H -0.0229 -1.5262 -1.0218 0.4767 -0.1984 0.2585 0.026
H -0.5061 -2.7471 1.0279 -0.0960 -0.2178 -0.1536 -0.005
H -0.5910 -2.4740 2.4813 -0.1481 -1.6002 -0.8661 0.061
H -3.2322 -0.2968 3.6120 1.9153 1.8147 -1.1956 0.122
H -2.2098 0.6770 4.1475 0.4699 0.3948 0.5059 0.034
H -1.3093 2.1031 1.1228 -0.1047 0.2883 0.0108 0.020
H -2.6179 1.7308 1.9882 2.0158 -0.8330 -1.9748 0.069
H -0.5336 -2.5127 -3.1609 2.2398 2.3082 1.8605 -0.046
H -1.8320 -2.5120 -3.9246 1.1296 -0.8444 0.4197 0.072
H 1.2335 2.3329 -1.8639 0.2586 0.0326 0.3479 0.015
H 0.8866 2.1950 -3.3423 0.0879 -0.1393 0.1947 0.038
H 4.0948 2.3988 -0.2869 -0.3739 -0.1364 -0.3601 0.056
H 3.4212 1.4176 -1.2441 0.2597 -1.3593 -1.0768 0.007
H 2.4625 -0.2086 0.5135 -0.1875 0.1055 -0.2892 0.059
H 1.5293 0.7125 1.1657 -1.1234 0.2497 1.3052 0.019
O -0.1193 -0.8645 -0.3237 -1.9257 0.0950 -1.5326 -0.073
O -0.6234 -3.2532 1.8462 0.1963 1.9920 1.0112 -0.095
O -2.5138 0.3855 3.2913 -2.8207 -2.8398 1.9554 -0.104
O -1.9651 1.4168 1.2601 -1.4248 1.1386 0.6441 -0.123
O -1.0640 -3.0695 -3.6344 -3.3574 -1.4499 -2.3412 -0.027
O 1.1269 1.6815 -2.5592 -0.3184 -0.0340 -0.6075 -0.062
O 3.2445 2.1277 -0.6700 1.3483 3.2051 0.4153 -0.074
O 1.9764 0.6135 0.3508 0.4102 -1.6248 0.1693 -0.064


34
Properties=species:S:1:pos:R:3:forces:R:3:lowdin_charge:R:1 method="wB97M-V/def2-TZVPD" energy_ev=-25018.964 homo_lumo_gap_ev=9.35
C 3.5379 -1.3874 -1.2999 -0.7986 -1.0878 -0.6987 -0.005
C 2.9885 -0.0915 -1.3267 -0.0037 -4.0881 0.0932 0.008
C 1.4259 -2.3300 -1.9383 1.6493 -1.6260 -1.2683 -0.124
C 2.7644 -2.5203 -1.6436 0.9192 -0.9369 1.4802 -0.233
C 1.6331 -0.1522 -1.4359 -1.5053 2.9216 -0.7443 -0.378
C 0.2790 0.9963 0.3487 -2.9365 2.3206 -3.9296 -0.109
C 0.8005 1.0826 -1.1655 0.3532 -0.0070 1.6479 -0.395
C -1.2750 1.4767 0.2277 0.6454 -4.4887 0.0589 -0.299
C 3.3714 -3.9833 -1.6346 3.4459 3.2886 -1.0238 -0.047
C -1.4072 0.8831 2.6840 0.9149 1.0148 2.0914 -0.109
C -3.4628 1.4362 1.4196 -1.8370 1.6194 -1.4102 -0.098
C -2.1006 0.8193 1.3680 -0.2807 0.2049 -0.7807 -0.467
N 0.8901 -1.1531 -1.8610 -1.1656 -0.2677 0.6025 0.076
N -1.8684 0.9868 -1.1234 -0.2879 -0.1952 2.3921 -0.289
P -0.6954 1.0738 -2.3194 0.5666 1.4864 -0.2932 0.865
H 4.5113 -1.7151 -1.0438 1.3509 0.7320 0.1378 0.095
H 3.4849 0.8116 -1.2991 1.1565 1.5898 0.5692 0.091
H 0.9761 -3.2007 -2.4362 -0.8219 0.5940 0.4619 0.124
H 0.2494 0.1101 0.8356 0.3202 -3.4327 0.5621 0.051
H 0.7839 1.6285 1.0131 0.8949 1.3378 0.6595 0.087
H 1.3651 2.0507 -1.1609 -0.2608 -0.9218 -0.6055 0.112
H -1.1551 2.5079 0.3853 -0.9599 1.7476 -0.5149 0.114
H 4.0126 -4.0154 -2.5925 -0.9405 -0.3102 1.2735 0.098
H 4.1376 -4.1727 -0.8105 -1.2735 0.4141 -0.8069 0.091
H 2.6786 -4.7481 -1.6787 -1.5781 -1.3748 0.0341 0.025
H -0.9729 1.9378 3.0717 -1.1426 -2.2538 -1.1449 0.139
H -0.5834 0.1869 2.5331 0.3403 0.1743 0.9727 0.056
H -2.0938 0.4748 3.4822 0.8558 0.4654 -0.6775 0.095
H -3.5009 2.2875 0.6714 -0.0102 -0.5429 1.0908 0.092
H -3.7827 1.8082 2.4068 0.2487 -0.1553 -0.3439 0.077
H -4.2716 0.8024 1.0232 0.2915 -0.1463 0.3702 0.075
H -2.2411 -0.2775 1.1829 0.4356 0.7504 -0.2575 0.148
H -2.4529 0.1006 -1.0855 1.3747 1.6206 0.2966 0.097
H -0.7053 2.5285 -2.3220 0.0392 -0.4472 -0.2944 -0.063